Entry 1:
{
  "formula": "C28H79FN22O15SSi2",
  "method": "the ωB97M-V functional and the def2-TZVPD basis",
  "symbols": ["C", "C", "C", "Si", "F", "C", "C", "C", "C", "O", "O", "Si", "S", "C", "C", "C", "C", "C", "O", "C", "C", "O", "C", "C", "C", "H", "H", "H", "H", "H", "H", "H", "H", "H", "H", "H", "H", "H", "H", "H", "H", "H", "H", "H", "H", "H", "H", "H", "H", "H", "H", "H", "H", "H", "H", "H", "H", "H", "H", "H", "C", "O", "N", "N", "H", "H", "H", "H", "C", "O", "N", "N", "H", "H", "H", "H", "C", "O", "N", "N", "H", "H", "H", "H", "C", "O", "N", "N", "H", "H", "H", "H", "C", "O", "N", "N", "H", "H", "H", "H", "C", "O", "N", "N", "H", "H", "H", "H", "C", "O", "N", "N", "H", "H", "H", "H", "C", "O", "N", "N", "H", "H", "H", "H", "C", "O", "N", "N", "H", "H", "H", "H", "C", "O", "N", "N", "H", "H", "H", "H", "C", "O", "N", "N", "H", "H", "H", "H"],
  "coordinates": [[-3.7581, 3.8853, -0.9514], [-3.3485, 3.9019, -2.2141], [-2.9677, 3.6598, -3.7833], [-1.1736, 2.8955, -3.8920], [-0.6542, 2.6908, -2.2529], [-0.1333, 4.1827, -4.8909], [1.0123, 4.9261, -4.0212], [1.0873, 6.5195, -4.4205], [2.1080, 6.8151, -5.6442], [2.2459, 8.2687, -5.8739], [-1.2040, 1.4454, -4.8423], [-0.9818, 0.0068, -3.8922], [-0.9457, -1.6497, -5.3327], [0.6602, -0.0862, -2.9229], [1.9824, 0.3246, -3.7923], [3.2575, -0.1393, -2.8637], [4.6600, 0.5198, -3.3173], [5.2034, 1.6643, -2.2906], [5.0127, 1.3281, -0.8912], [4.0799, 2.2352, -0.2398], [3.1013, 1.5028, 0.8414], [-2.2648, -0.3490, -2.7786], [-3.5779, 0.0316, -3.2863], [-4.6734, -0.8337, -2.4218], [-5.0424, -2.2512, -3.1033], [-4.2120, 3.5363, 0.0593], [-3.7452, 2.9515, -4.2863], [-3.0203, 4.6957, -4.3020], [-0.8510, 5.0027, -5.2934], [0.2869, 3.6331, -5.8321], [0.8072, 4.8794, -2.8914], [2.0261, 4.4338, -4.2953], [1.5191, 7.0871, -3.4979], [0.0319, 6.9178, -4.7102], [1.6387, 6.4018, -6.6164], [3.1495, 6.3591, -5.4537], [2.1730, 8.7444, -5.0074], [-2.1212, -1.6045, -6.1047], [0.6599, 0.4754, -1.9138], [0.8170, -1.2143, -2.6523], [2.0250, 1.4411, -4.0707], [1.9525, -0.2878, -4.7878], [3.2973, -1.2943, -2.9477], [2.9397, 0.1242, -1.7750], [5.4528, -0.3383, -3.2646], [4.6393, 0.8553, -4.4183], [4.7521, 2.6743, -2.6105], [6.3552, 1.7499, -2.4536], [3.3889, 2.8139, -0.9568], [4.7004, 3.0108, 0.3572], [3.6952, 0.8446, 1.5840], [2.5675, 2.3053, 1.4966], [2.2686, 0.8951, 0.2996], [-3.7186, -0.1110, -4.4210], [-3.7490, 1.1387, -2.9508], [-4.1629, -1.0348, -1.3903], [-5.6283, -0.2244, -2.1930], [-4.0489, -2.7472, -3.4206], [-5.4998, -2.9223, -2.2645], [-5.7743, -2.1685, -4.0013], [-4.2948, 7.8866, 0.1461], [-5.1588, 7.8559, -0.7166], [-3.4088, 6.8803, 0.3296], [-4.1474, 8.9314, 0.9958], [-2.6919, 6.8872, 1.0330], [-3.4854, 6.0817, -0.2847], [-4.7889, 9.7021, 0.8915], [-3.4442, 8.9759, 1.7113], [1.1684, -1.7739, 1.7486], [1.8225, -0.8149, 1.3612], [-0.0067, -2.1327, 1.1805], [1.5581, -2.5596, 2.7764], [-0.5588, -2.9157, 1.4835], [-0.3345, -1.5718, 0.4093], [2.4287, -2.3267, 3.2289], [1.0316, -3.3511, 3.1072], [-3.3424, -6.2613, -3.6906], [-4.2868, -6.8489, -3.1866], [-2.8587, -6.5714, -4.9169], [-2.6956, -5.2484, -3.0686], [-2.0836, -6.1004, -5.3484], [-3.3138, -7.3213, -5.4137], [-3.0257, -4.9868, -2.1526], [-1.9171, -4.7528, -3.4664], [-0.1774, -3.9200, 5.7984], [-0.3381, -4.5621, 4.7680], [-0.2290, -2.5728, 5.8321], [0.0664, -4.5046, 6.9942], [-0.1001, -2.0287, 6.6660], [-0.4089, -2.0981, 4.9609], [0.1130, -5.5117, 7.0122], [0.2008, -3.9950, 7.8489], [-4.0888, -2.4529, 5.2727], [-3.1631, -1.8755, 5.8240], [-3.9964, -3.7325, 4.8400], [-5.2858, -1.8645, 5.0459], [-4.7442, -4.2246, 4.3849], [-3.1180, -4.2065, 4.9903], [-5.3942, -0.9104, 5.3531], [-6.0576, -2.3216, 4.5943], [5.7477, 1.1040, 4.4226], [4.7895, 0.5247, 4.9059], [6.2533, 0.7915, 3.2047], [6.3913, 2.1107, 5.0600], [7.0410, 1.2564, 2.7893], [5.8008, 0.0459, 2.6969], [6.0452, 2.3734, 5.9698], [7.1814, 2.5998, 4.6791], [9.1515, -2.2479, 4.0767], [8.2468, -3.0645, 3.9791], [8.9864, -0.9378, 3.7849], [10.3976, -2.5833, 4.4851], [9.7164, -0.2520, 3.8584], [8.0694, -0.6470, 3.4762], [10.5615, -3.5517, 4.7121], [11.1535, -1.9278, 4.5715], [-6.8020, 1.1845, 1.2465], [-6.4720, 0.5488, 2.2360], [-8.0832, 1.5424, 1.0009], [-5.9121, 1.5876, 0.3063], [-8.3726, 2.0646, 0.1933], [-8.7793, 1.2610, 1.6786], [-4.9454, 1.3399, 0.4530], [-6.1624, 2.1107, -0.5143], [-11.5325, 1.3840, 2.7143], [-10.4305, 0.8756, 2.8596], [-12.2318, 1.2942, 1.5589], [-12.1499, 2.0808, 3.6956], [-13.1379, 1.7045, 1.4198], [-11.8051, 0.7819, 0.8025], [-11.6606, 2.1703, 4.5728], [-13.0544, 2.5058, 3.5963], [6.5696, -6.6755, 5.0065], [5.6655, -7.4925, 4.9091], [6.4064, -5.3658, 4.7155], [7.8169, -7.0115, 5.4154], [7.1384, -4.6792, 4.7893], [5.4920, -5.0748, 4.4073], [7.9805, -7.9799, 5.6424], [8.5727, -6.3559, 5.5018], [4.3843, -4.1199, -3.5302], [3.9601, -3.0164, -3.8401], [3.9999, -5.2539, -4.1613], [5.2752, -4.3048, -2.5290], [4.3364, -6.1693, -3.9217], [3.3361, -5.1580, -4.9140], [5.5864, -3.4833, -2.0336], [5.6355, -5.2025, -2.2590]],
  "forces_ev_per_angstrom": [[1.8, -1.1, -6.8], [-2.6, -1.1, 5.5], [-1.0, 0.7, 1.8], [0.0, 0.4, 0.0], [-0.7, 0.1, -3.2], [0.4, 0.2, -0.3], [0.1, 0.8, -0.9], [0.9, -0.3, 0.0], [-0.9, 0.2, 0.2], [-0.3, -1.0, 1.2], [0.2, 0.2, 3.5], [-0.7, -0.6, 0.4], [-0.7, 0.1, -0.5], [1.1, -0.5, 0.0], [0.1, -1.0, 0.4], [-1.1, 0.3, -0.6], [0.5, -1.3, 1.2], [0.9, -0.2, -1.5], [-1.4, 1.3, -1.2], [-0.9, 0.6, 2.0], [0.2, 0.4, -0.5], [0.7, 1.2, -2.5], [-1.7, 0.3, 2.0], [0.4, -0.2, -0.2], [0.4, 0.1, 0.9], [1.2, 1.2, -2.3], [1.2, 1.3, 1.1], [0.2, -1.8, 0.8], [1.0, -1.5, 0.7], [-0.6, 1.0, 1.7], [0.4, -0.2, -1.8], [-1.6, 0.8, 0.8], [-1.0, -0.8, -1.5], [1.9, -0.6, 0.7], [1.0, 0.6, 1.5], [-1.7, 0.6, -0.2], [0.1, -0.9, -1.1], [1.1, 0.4, 1.1], [-0.2, -0.8, -1.7], [-0.4, 1.9, -0.5], [-0.2, -1.6, 0.6], [0.2, 1.2, 1.7], [0.1, 2.2, 0.2], [1.0, -0.3, -1.8], [-1.4, 1.5, -0.2], [0.0, -0.2, 1.8], [0.5, -1.4, 0.9], [-1.9, -0.1, 0.2], [1.2, -1.0, 0.7], [-0.9, -1.0, -1.1], [-1.1, 0.9, -1.5], [1.0, -1.2, -1.3], [1.9, 1.1, 1.2], [0.3, 0.2, 1.7], [0.3, -1.8, -1.0], [-0.9, 0.4, -1.9], [1.6, -0.9, -0.6], [-1.7, 0.7, 0.3], [0.6, 1.1, -1.7], [1.3, -0.1, 1.6], [-0.3, -0.2, -0.4], [0.0, 0.1, 0.1], [0.4, -0.7, -0.1], [-0.2, 1.0, 0.5], [-0.1, 0.0, -0.1], [0.1, 0.1, 0.1], [0.2, -0.2, 0.0], [-0.1, 0.0, -0.1], [0.2, 0.1, 0.1], [-0.3, -0.5, 0.1], [-0.7, 0.1, -0.7], [0.5, -0.2, 0.6], [0.1, 0.1, 0.1], [0.0, -0.1, 0.2], [-0.2, 0.0, -0.1], [-0.1, 0.0, 0.1], [-0.5, -0.2, 0.4], [0.1, 0.0, -0.1], [0.1, -0.5, -0.9], [0.3, 0.6, 0.6], [-0.1, 0.0, 0.1], [0.1, 0.2, 0.1], [0.1, -0.1, -0.2], [-0.1, 0.0, 0.0], [0.0, 0.6, 0.1], [-0.1, -0.2, -0.4], [0.4, 0.4, -0.4], [0.1, -0.9, 0.5], [-0.2, -0.1, -0.1], [-0.1, 0.0, 0.3], [0.0, 0.3, 0.0], [0.0, 0.0, -0.1], [0.1, 0.3, 0.1], [0.0, 0.0, 0.0], [0.4, -0.9, -0.1], [-0.5, 0.5, 0.2], [0.1, 0.1, 0.0], [-0.1, 0.1, -0.1], [0.0, -0.2, -0.2], [0.1, 0.1, 0.0], [-0.7, -0.3, 0.4], [0.2, 0.1, -0.1], [0.4, -0.7, -0.8], [0.3, 0.7, 0.7], [-0.2, 0.1, -0.1], [0.0, 0.2, 0.0], [0.1, -0.1, -0.2], [-0.1, 0.0, 0.0], [-0.2, -0.1, 0.0], [0.0, -0.1, 0.1], [-0.4, 0.6, -0.3], [0.7, -0.6, 0.3], [0.0, -0.1, 0.0], [0.1, 0.0, 0.2], [0.0, 0.3, -0.1], [-0.1, -0.1, 0.0], [-0.2, -0.3, 0.5], [0.1, 0.0, -0.1], [-0.7, 0.0, 0.1], [1.0, 0.2, -0.5], [0.1, 0.0, 0.1], [-0.1, 0.0, 0.0], [-0.2, 0.0, -0.1], [0.0, -0.1, 0.1], [0.3, -0.1, 0.1], [0.0, 0.1, -0.1], [-0.1, -0.2, -0.9], [-0.1, 0.3, 0.8], [0.1, 0.0, 0.0], [-0.1, 0.1, 0.2], [-0.1, 0.0, -0.2], [0.1, -0.1, 0.0], [-0.7, 0.1, -0.2], [0.1, -0.1, 0.0], [-0.3, 0.5, -0.1], [0.9, -0.7, 0.4], [0.0, 0.1, -0.2], [0.2, -0.1, 0.1], [0.0, 0.3, -0.1], [-0.2, 0.0, 0.0], [-0.1, 0.3, 0.0], [0.1, -0.2, -0.1], [-0.5, -0.5, -0.6], [0.6, 0.3, 0.6], [0.0, 0.1, 0.0], [0.2, 0.0, 0.2], [-0.1, -0.2, -0.1], [-0.1, 0.1, 0.0]],
  "lumo_ha": 0.00761,
  "total_energy_ha": -4524.95036,
  "max_force_ev_per_a": 7.1,
  "de_lowest_kj_mol": 417.7,
  "total_charge": 0,
  "orbital_gap_ev": 9.3
}

=====

Entry 2:
{
  "formula": "C18H15F6LiN5O6S2",
  "method": "the ωB97M-V functional and the def2-TZVPD basis",
  "symbols": ["Li", "O", "C", "C", "C", "C", "C", "C", "C", "O", "N", "N", "C", "C", "C", "C", "C", "C", "N", "H", "H", "H", "H", "H", "H", "H", "H", "H", "H", "F", "C", "F", "F", "S", "O", "O", "N", "S", "O", "O", "C", "F", "F", "F", "C", "C", "C", "N", "H", "H", "H", "H", "H"],
  "coordinates": [[-0.6015, -0.3608, -0.1149], [-1.7948, -3.7539, 2.4431], [-0.8210, -3.5701, 3.3366], [-0.8300, -4.4173, 4.4494], [0.1342, -4.3004, 5.4270], [1.1329, -3.3330, 5.3217], [1.1429, -2.4914, 4.2250], [0.1802, -2.5842, 3.2162], [0.2110, -1.6500, 2.0436], [-0.6346, -1.8163, 1.1017], [1.1497, -0.7133, 2.0990], [1.1038, 0.1629, 1.0410], [2.0635, 1.0050, 1.0725], [2.2316, 2.1186, 0.1299], [3.4292, 2.8358, 0.1576], [3.6105, 3.8876, -0.7198], [2.5940, 4.2061, -1.6084], [1.4345, 3.4445, -1.5584], [1.2448, 2.4360, -0.7159], [-1.6509, -3.1022, 1.7158], [-1.6175, -5.1600, 4.5121], [0.1108, -4.9671, 6.2827], [1.8919, -3.2412, 6.0890], [1.9006, -1.7268, 4.1167], [2.8040, 0.9054, 1.8622], [4.2047, 2.5589, 0.8638], [4.5346, 4.4545, -0.7127], [2.6934, 5.0210, -2.3140], [0.6038, 3.6638, -2.2271], [-3.8212, 1.3318, -1.7452], [-4.1593, 0.0291, -1.6719], [-4.0930, -0.4628, -2.9069], [-5.4064, -0.0439, -1.2351], [-2.9478, -0.8360, -0.5125], [-2.0274, -1.5139, -1.3931], [-2.4058, 0.2820, 0.2305], [-3.8058, -1.7687, 0.4054], [-4.3563, -3.1200, -0.2729], [-4.8683, -2.9116, -1.6036], [-3.5620, -4.2787, -0.0124], [-5.8375, -3.3173, 0.7823], [-6.6951, -2.3126, 0.5910], [-6.4321, -4.4594, 0.4386], [-5.5104, -3.3710, 2.0677], [-0.9662, 2.3903, -5.2053], [-1.7114, 1.3156, -4.4101], [-0.9516, 0.8661, -3.2395], [-0.3604, 0.5131, -2.3210], [-1.5512, 2.6749, -6.0801], [0.0041, 2.0259, -5.5414], [-0.8049, 3.2790, -4.5958], [-1.9189, 0.4432, -5.0289], [-2.6724, 1.6874, -4.0575]],
  "forces_ev_per_angstrom": [[0.8, 0.2, -0.2], [0.0, 0.2, -0.2], [0.1, 0.1, 0.1], [0.0, 0.0, 0.1], [0.0, 0.0, 0.1], [0.0, 0.0, 0.0], [0.0, 0.0, 0.0], [-0.1, 0.0, -0.1], [-0.2, -0.1, -0.2], [0.4, 0.0, 0.5], [0.0, 0.0, -0.1], [-0.1, -0.2, 0.3], [0.0, 0.2, -0.1], [-0.2, -0.1, -0.1], [0.2, 0.1, 0.0], [0.1, 0.0, 0.0], [0.0, 0.0, 0.0], [-0.1, -0.1, 0.1], [0.0, 0.1, 0.0], [0.0, 0.0, 0.0], [0.0, 0.0, 0.0], [0.0, 0.0, 0.0], [0.0, 0.0, 0.0], [0.0, 0.0, 0.0], [0.1, 0.0, 0.1], [-0.1, 0.0, 0.0], [0.0, 0.0, 0.0], [0.0, 0.0, 0.0], [0.1, 0.0, 0.0], [-0.1, 0.0, -0.1], [0.4, 0.0, 0.1], [0.0, 0.0, -0.1], [-0.2, 0.0, 0.0], [-0.7, -0.2, -0.2], [-0.2, 0.1, 0.2], [-0.3, -0.2, 0.1], [0.1, 0.0, -0.4], [0.1, 0.2, -0.1], [0.0, -0.1, 0.1], [0.0, 0.1, 0.0], [0.2, 0.2, 0.0], [-0.1, -0.1, 0.1], [-0.2, -0.2, 0.0], [-0.1, 0.0, 0.1], [0.0, 0.0, 0.0], [0.1, 0.0, 0.0], [0.1, 0.0, 0.1], [-0.1, 0.0, -0.2], [0.0, 0.0, 0.0], [0.0, 0.0, 0.0], [0.0, 0.0, 0.0], [0.0, -0.1, 0.0], [0.0, 0.0, 0.0]],
  "lumo_ha": 0.08528,
  "total_energy_ha": -2823.40483,
  "max_force_ev_per_a": 0.9,
  "total_charge": -1,
  "orbital_gap_ev": 7.3
}

=====

no.,highest occupied orbital energy (eV)
1,-9.06
2,-4.98